# 1
14 unconnected molecules or ions with the total composition C24H78N2O14, computed with ωB97M-V with the def2-TZVPD basis set.

LUMO energy: 0.0 eV
DFT total energy: -57795.5036 eV
HOMO-LUMO gap: 8.7226 eV

Last column: Mulliken charge in e.
Cartesian coordinates (Å):
C 0.399 4.179 -2.673  -0.845
C -0.182 4.510 -3.995  -0.018
O 0.247 3.525 -4.951  -0.507
H 1.464 4.371 -2.553  0.458
H 0.197 3.112 -2.530  0.035
H -0.127 4.737 -1.889  0.337
H 0.003 5.532 -4.357  0.336
H -1.263 4.383 -3.871  -0.072
H -0.150 3.765 -5.798  0.294
C -3.328 2.694 -0.615  0.425
C -3.633 3.665 -1.720  0.076
O -4.917 3.430 -2.273  -0.641
H -3.421 1.673 -0.959  -0.267
H -4.081 2.852 0.167  0.171
H -2.326 2.860 -0.206  -0.232
H -2.886 3.623 -2.522  -0.371
H -3.659 4.667 -1.288  0.419
H -4.843 3.071 -3.169  0.465
C 0.566 -0.763 4.613  -0.421
C 1.580 -1.647 5.278  -0.528
O 2.673 -1.934 4.450  -0.471
H -0.266 -0.537 5.285  0.317
H 0.171 -1.187 3.690  0.126
H 1.057 0.188 4.367  0.048
H 1.150 -2.607 5.587  0.381
H 1.919 -1.080 6.148  0.308
H 3.005 -1.106 4.100  0.184
C -3.584 1.215 2.868  -0.452
C -3.106 0.958 4.270  -0.494
O -1.774 1.453 4.355  -0.427
H -4.607 0.817 2.795  0.428
H -2.919 0.740 2.142  -0.219
H -3.745 2.264 2.608  0.354
H -3.160 -0.138 4.404  0.302
H -3.793 1.378 5.001  0.406
H -1.522 1.570 5.281  0.223
C 1.069 3.158 2.636  -0.363
C -0.116 3.734 1.903  0.458
O -1.281 3.863 2.724  -0.585
H 1.186 3.694 3.583  0.455
H 1.970 3.223 2.003  0.200
H 0.908 2.151 3.006  -0.392
H -0.352 3.078 1.059  -0.430
H 0.138 4.754 1.610  0.418
H -1.436 3.029 3.189  0.274
C -2.711 0.755 -4.496  -0.364
C -3.097 2.014 -5.240  -0.063
O -4.425 2.459 -4.969  -0.590
H -3.445 -0.042 -4.649  0.403
H -2.687 0.995 -3.433  -0.231
H -1.702 0.392 -4.718  0.283
H -2.860 1.971 -6.297  0.415
H -2.472 2.798 -4.811  -0.206
H -5.110 1.849 -5.285  0.300
C -4.801 -1.013 -0.023  -0.447
C -6.235 -0.604 0.228  -0.428
O -6.668 -1.242 1.478  -0.552
H -4.133 -0.750 0.797  -0.095
H -4.428 -0.598 -0.957  0.124
H -4.762 -2.105 -0.074  0.425
H -6.836 -1.033 -0.569  0.402
H -6.319 0.482 0.295  0.292
H -7.602 -1.046 1.590  0.292
C 6.645 1.673 0.324  -1.134
C 6.003 1.676 1.691  -0.104
O 5.523 0.353 1.997  -0.494
H 7.001 2.669 0.034  0.353
H 5.925 1.320 -0.428  0.231
H 7.498 1.003 0.219  0.330
H 5.161 2.380 1.687  0.165
H 6.685 1.975 2.483  0.413
H 5.204 0.350 2.910  0.214
O 2.893 -1.517 -2.773  -0.619
H 3.263 -1.142 -3.581  0.251
H 3.238 -2.419 -2.730  0.242
O 1.935 -3.184 1.836  -0.606
H 2.239 -3.069 2.741  0.260
H 2.518 -2.629 1.288  0.361
O 6.078 -2.400 1.407  -0.641
H 6.810 -2.159 0.823  0.310
H 5.788 -1.549 1.771  0.377
O 0.437 -0.313 -3.092  -0.683
H 0.251 -0.078 -2.172  0.289
H 1.161 -0.948 -3.054  0.294
C 2.199 -7.472 -0.656  -1.491
C 1.046 -6.514 -0.319  0.455
C 1.126 -5.298 -1.178  -0.544
O -0.002 -4.487 -0.941  -0.407
C 0.035 -3.308 -1.765  -0.298
N -0.180 -7.256 -0.388  -0.690
H 2.209 -8.327 0.017  0.394
H 3.132 -6.920 -0.513  0.378
H 2.135 -7.829 -1.691  0.368
H 1.176 -6.139 0.705  0.241
H 1.183 -5.523 -2.253  0.370
H 2.003 -4.758 -0.795  0.122
H -0.967 -2.867 -1.807  0.182
H 0.315 -3.584 -2.786  0.426
H 0.687 -2.539 -1.347  -0.042
H -1.025 -6.720 -0.503  0.274
H -0.211 -7.854 -1.216  0.268
C 2.474 1.359 -0.531  -1.447
C 2.242 0.314 0.478  0.694
C 0.783 -0.007 0.700  -0.726
O -0.055 -0.116 -0.441  0.890
C -1.420 -0.187 -0.119  -0.072
N 3.004 -0.930 0.237  -0.155
H 3.569 1.453 -0.566  0.064
H 2.095 2.355 -0.298  0.236
H 2.128 1.078 -1.514  0.212
H 2.550 0.714 1.459  0.312
H 0.377 0.782 1.338  -0.180
H 0.789 -1.000 1.186  0.188
H -1.671 -1.064 0.490  0.451
H -2.009 -0.277 -1.037  0.181
H -1.808 0.725 0.344  -0.761
H 3.979 -0.789 0.431  0.232
H 2.922 -1.211 -0.727  -0.055

# 2
A molecular structure, C11H16Cl3NO2PV, computed with ωB97M-V with the def2-TZVPD basis set.

relative energy (zero: lowest compared OMol25 entry of this formula, charge and spin): 295.7 kJ/mol
LUMO energy (alpha / beta): -11.3 / -11.0 eV
DFT total energy: -89777.0488 eV
HOMO-LUMO gap (alpha / beta): 4.9247 / 5.2409 eV
multiplicity: 3
expectation value of S²: 2.13
charge: +2

Last column: Löwdin spin population.
Cartesian coordinates (Å):
C 0.528 -2.639 -0.949  0.093
C -0.486 -1.671 -0.347  0.188
H -0.010 -3.467 -1.418  0.002
H 1.160 -3.022 -0.142  0.001
H 1.205 -2.147 -1.649  0.000
O -1.615 -2.073 -0.111  0.542
Cl 2.419 -0.302 0.018  -0.111
V 0.081 0.271 0.091  1.345
P 0.186 1.028 -2.156  -0.037
C -1.435 1.606 -2.761  0.000
C 1.290 2.458 -2.371  -0.012
H 1.729 -0.529 -3.202  0.000
H 0.717 0.290 -4.418  -0.001
H 0.042 -1.033 -3.427  0.000
C 0.720 -0.176 -3.427  0.003
H 2.179 2.326 -1.752  -0.001
H 1.567 2.563 -3.425  -0.002
H -1.363 1.922 -3.806  -0.001
H -1.747 2.444 -2.131  0.000
H 0.753 3.344 -2.022  0.000
H -2.171 0.800 -2.677  0.000
C -1.703 0.755 0.232  0.034
O -2.812 1.055 0.344  0.047
Cl 0.701 2.693 0.605  -0.078
Cl -1.338 1.511 5.481  -0.001
C -0.672 0.339 4.359  -0.002
C -0.233 -0.902 4.817  -0.001
C 0.301 -1.817 3.914  0.000
C 0.384 -1.480 2.561  0.003
N -0.058 -0.266 2.112  -0.016
C -0.572 0.641 2.998  0.002
H -0.300 -1.154 5.867  0.000
H 0.652 -2.781 4.258  0.000
H 0.812 -2.194 1.883  0.000
H -0.910 1.606 2.651  0.000

# 3
6 unconnected molecules or ions with the total composition C14H28Cl10O, computed with ωB97M-V with the def2-TZVPD basis set.

LUMO energy: 0.4 eV
DFT total energy: -142243.8565 eV
HOMO-LUMO gap: 10.5279 eV

Last column: natural (NBO) charge in e.
Cartesian coordinates (Å):
Cl 3.140 -2.518 1.775  -0.052
C 4.804 -2.163 2.368  -0.378
C 4.667 -1.413 3.661  -0.415
Cl 6.134 -0.928 4.499  -0.043
H 5.339 -1.612 1.558  0.211
H 5.392 -3.121 2.546  0.222
H 4.157 -1.989 4.426  0.226
H 4.086 -0.525 3.385  0.227
Cl -3.528 0.640 0.986  -0.064
C -5.242 0.976 0.895  -0.389
C -5.829 0.483 -0.367  -0.422
Cl -7.523 0.792 -0.547  -0.028
H -5.362 2.066 0.981  0.237
H -5.586 0.372 1.696  0.217
H -5.654 -0.577 -0.462  0.215
H -5.361 1.046 -1.196  0.235
Cl -5.003 3.391 -2.315  -0.112
C -3.207 3.517 -1.959  -0.348
C -2.915 4.786 -1.265  -0.409
Cl -3.774 5.028 0.259  -0.042
H -2.801 3.516 -2.991  0.235
H -2.928 2.658 -1.410  0.229
H -3.133 5.629 -1.880  0.218
H -1.835 4.856 -1.159  0.232
Cl 6.590 2.681 -0.581  -0.054
C 6.303 0.903 -0.334  -0.388
C 4.878 0.493 -0.668  -0.371
Cl 3.682 1.175 0.546  -0.094
H 6.568 0.650 0.695  0.226
H 6.947 0.290 -1.009  0.226
H 4.710 -0.587 -0.695  0.228
H 4.579 0.944 -1.638  0.231
Cl -0.920 0.403 -2.503  -0.110
C 0.494 0.583 -1.368  -0.357
C -0.094 0.880 -0.010  -0.389
Cl -0.180 2.683 0.112  -0.099
H 0.957 1.480 -1.686  0.228
H 1.124 -0.288 -1.435  0.230
H 0.448 0.427 0.845  0.249
H -1.150 0.552 -0.057  0.240
C -2.086 -2.925 -0.103  -0.437
C -1.186 -3.551 -1.150  -0.433
C 0.256 -2.904 -0.890  -0.067
O 0.019 -1.965 0.152  -0.549
C -1.077 -2.336 0.914  -0.057
H -2.818 -3.631 0.299  0.215
H -2.662 -2.041 -0.446  0.209
H -1.480 -3.435 -2.193  0.220
H -1.130 -4.609 -0.892  0.200
H 0.563 -2.424 -1.873  0.184
H 0.910 -3.689 -0.624  0.173
H -1.462 -1.523 1.491  0.195
H -0.820 -3.145 1.616  0.151

# 4
10 unconnected molecules or ions with the total composition CH23O10, computed with ωB97M-V with the def2-TZVPD basis set.

relative energy (zero: lowest compared OMol25 entry of this formula, charge and spin): 30.0 kJ/mol
LUMO energy: -5.4 eV
DFT total energy: -21874.9088 eV
HOMO-LUMO gap: 7.9099 eV
charge: +1

Last column: natural (NBO) charge in e.
Cartesian coordinates (Å):
O 16.034 2.611 -4.851  -0.786
H 15.251 2.360 -4.242  0.564
H 16.628 1.865 -5.065  0.569
H 15.723 3.069 -5.654  0.555
O 13.238 0.646 -5.106  -0.788
H 12.974 1.415 -5.643  0.539
H 13.630 0.974 -4.189  0.549
H 13.899 0.129 -5.605  0.552
C 13.656 2.589 -2.123  -0.253
O 14.332 1.581 -2.828  -0.988
H 13.574 3.546 -2.631  0.141
H 12.722 2.302 -1.625  0.178
H 14.216 2.783 -1.193  0.169
O 14.245 -1.287 -2.563  -0.949
H 14.528 -0.361 -2.578  0.482
H 13.284 -1.252 -2.593  0.465
O 11.867 0.553 0.555  -0.939
H 11.326 0.165 1.254  0.488
H 12.353 1.264 0.991  0.473
O 9.949 2.462 -0.281  -0.976
H 9.356 2.461 0.477  0.484
H 10.766 2.036 0.040  0.483
O 11.156 4.921 -1.497  -0.982
H 10.627 5.112 -2.280  0.480
H 10.857 4.046 -1.207  0.503
O 13.010 5.117 -4.593  -0.908
H 12.997 4.864 -3.662  0.480
H 12.950 4.291 -5.081  0.430
O 16.648 1.175 -1.122  -0.954
H 15.880 1.285 -1.703  0.477
H 16.414 1.631 -0.308  0.469
O 13.696 6.488 -1.389  -0.955
H 12.923 5.912 -1.460  0.484
H 14.210 6.123 -0.663  0.465

# 5
6 unconnected molecules or ions with the total composition C16H35BrIN12O7S, computed with ωB97M-V with the def2-TZVPD basis set.

LUMO energy: -4.8 eV
DFT total energy: -138344.6200 eV
HOMO-LUMO gap: 5.6080 eV
charge: +1

Last column: Mulliken charge in e.
Cartesian coordinates (Å):
C 3.271 0.947 -1.292  -0.475
O 2.150 0.013 -1.147  -0.233
C 1.605 -0.316 -2.416  0.088
O 2.288 -0.986 -3.234  -0.548
C 0.132 0.102 -2.892  0.824
C -0.024 1.250 -3.926  0.492
C 1.273 1.968 -4.505  -1.000
C -1.420 1.731 -4.405  -0.077
S -1.656 3.143 -5.603  -0.215
N -2.606 1.060 -3.865  -0.045
Br -4.269 1.727 -4.474  0.119
C -2.533 -0.027 -2.893  -0.062
C -3.880 -0.667 -2.331  -0.916
C -4.246 0.124 -0.956  -0.411
C -5.371 1.257 -1.128  -1.059
I -4.379 3.231 -0.997  0.087
C -1.170 -0.554 -2.355  -0.100
N -1.016 -1.613 -1.348  -0.294
H 2.924 1.973 -0.892  0.195
H 4.168 0.595 -0.679  0.175
H 3.594 1.053 -2.393  0.300
H 1.051 2.804 -5.254  0.407
H 1.950 2.424 -3.702  0.224
H 1.885 1.174 -5.070  0.293
H -2.330 2.644 -6.709  0.232
H -4.740 -0.685 -3.082  0.596
H -3.707 -1.766 -2.020  0.316
H -3.288 0.621 -0.593  0.327
H -4.573 -0.643 -0.177  0.336
H -5.980 1.173 -2.086  0.376
H -6.057 1.209 -0.201  0.487
H -1.269 -2.543 -1.720  0.298
H -1.596 -1.374 -0.528  0.260
C 4.899 0.852 2.291  0.590
O 4.383 1.526 1.401  -0.711
N 6.244 0.710 2.408  -0.365
N 4.182 0.196 3.228  -0.173
H 6.688 0.167 3.126  0.161
H 6.816 1.184 1.729  0.223
H 3.173 0.273 3.181  0.284
H 4.595 -0.357 3.960  0.188
C 0.447 -0.616 2.743  0.699
O 1.466 -0.239 3.297  -0.762
N -0.753 -0.011 2.927  -0.365
N 0.427 -1.673 1.894  -0.326
H -1.602 -0.305 2.482  0.114
H -0.777 0.779 3.552  0.199
H 1.301 -2.148 1.733  0.199
H -0.398 -2.000 1.428  0.131
C -6.185 4.042 2.991  0.673
O -5.167 3.465 3.343  -0.654
N -6.400 4.424 1.706  -0.277
N -7.187 4.350 3.851  -0.388
H -7.229 4.898 1.395  0.147
H -5.676 4.212 1.038  0.007
H -7.063 4.082 4.814  0.231
H -8.030 4.823 3.581  0.162
C 4.921 -1.845 6.826  0.656
O 5.271 -1.019 5.995  -0.688
N 4.336 -1.499 7.998  -0.394
N 5.089 -3.179 6.647  -0.379
H 4.042 -2.160 8.693  0.166
H 4.195 -0.516 8.167  0.221
H 5.521 -3.476 5.788  0.213
H 4.808 -3.872 7.317  0.166
C 1.320 -4.863 -4.711  0.548
O 0.463 -5.678 -5.014  -0.659
N 2.637 -5.054 -4.971  -0.341
N 1.029 -3.693 -4.088  -0.136
H 3.356 -4.397 -4.730  0.166
H 2.893 -5.912 -5.433  0.213
H 0.062 -3.515 -3.878  0.057
H 1.718 -3.008 -3.829  0.205

# 6
2 unconnected molecules or ions with the total composition C17H19N, computed with ωB97M-V with the def2-TZVPD basis set.

relative energy (zero: lowest compared OMol25 entry of this formula, charge and spin): 81.9 kJ/mol
LUMO energy: 0.9 eV
DFT total energy: -19427.0545 eV
HOMO-LUMO gap: 8.6926 eV

Last column: natural (NBO) charge in e.
Cartesian coordinates (Å):
C -3.212 0.388 -0.461  -0.424
C -4.671 0.822 -0.368  -0.602
C -2.437 0.726 0.800  0.019
C -2.093 -0.305 1.684  -0.218
C -2.178 2.045 1.146  -0.230
C -1.193 -0.001 2.689  -0.201
C -1.311 2.352 2.195  -0.206
C -0.715 1.304 2.872  -0.233
H -3.116 -0.674 -0.689  0.207
H -2.713 0.882 -1.304  0.213
H -4.832 1.878 -0.211  0.207
H -2.394 -1.315 1.437  0.211
H -2.737 2.838 0.654  0.209
H -0.721 -0.725 3.334  0.210
H -1.268 3.391 2.492  0.215
H -0.072 1.428 3.739  0.211
H -5.175 0.251 0.420  0.205
H -5.229 0.476 -1.234  0.208
C 3.042 -2.490 1.105  -0.624
C 2.182 -0.674 -0.657  -0.096
C 2.651 -1.975 -0.251  -0.080
C 1.708 -0.803 -1.965  0.145
C 2.495 -2.793 -1.319  -0.036
C 1.174 1.456 -0.578  -0.231
C 0.847 1.374 -1.947  -0.218
C 1.852 0.462 0.099  -0.187
C 1.143 0.249 -2.688  -0.240
N 1.984 -2.085 -2.413  -0.546
H 0.820 2.361 -0.091  0.212
H 0.514 2.320 -2.367  0.211
H 2.030 0.621 1.150  0.220
H 0.828 0.136 -3.716  0.216
H 3.522 -1.728 1.722  0.214
H 3.735 -3.312 1.004  0.218
H 2.775 -3.825 -1.468  0.205
H 1.340 -2.604 -2.990  0.400
H 2.170 -2.840 1.662  0.215